1.
Below is 7 unconnected molecules or ions with the total composition C42H78NO6, with properties calculated with ωB97M-V/def2-TZVPD.

Each line ends with the Löwdin charge.
Element x y z (Å)
C1 5.901 -3.509 1.914  -0.088
C2 6.006 -2.781 3.085  -0.070
C3 5.747 -1.419 3.074  -0.049
C4 5.369 -0.772 1.904  -0.247
C5 5.046 0.698 1.910  -0.135
C6 3.536 1.011 2.032  -0.156
C7 2.781 0.190 3.094  -0.121
C8 1.623 -0.626 2.574  -0.157
C9 1.772 -1.391 1.385  0.039
C10 0.772 -2.154 0.869  0.004
C11 -0.478 -2.183 1.520  -0.146
C12 -1.555 -2.937 1.001  0.024
C13 -2.737 -2.906 1.653  -0.053
N1 -2.880 -2.176 2.789  0.115
C14 -1.893 -1.467 3.323  0.047
C15 -0.646 -1.434 2.711  -0.133
C16 0.417 -0.666 3.234  0.042
C17 5.286 -1.518 0.736  -0.064
C18 5.541 -2.879 0.734  -0.077
H1 6.110 -4.569 1.920  0.103
H2 6.286 -3.249 4.018  0.104
H3 5.824 -0.844 3.989  0.112
H4 5.578 1.176 2.732  0.118
H5 5.399 1.150 0.983  0.102
H6 3.439 2.067 2.281  0.112
H7 3.076 0.908 1.047  0.104
H8 3.448 -0.468 3.651  0.115
H9 2.363 0.884 3.824  0.115
H10 2.728 -1.359 0.883  0.109
H11 0.904 -2.721 -0.041  0.129
H12 -1.426 -3.495 0.087  0.136
H13 -3.601 -3.437 1.287  0.141
H14 -3.793 -2.171 3.228  0.177
H15 -2.106 -0.917 4.227  0.155
H16 0.269 -0.108 4.149  0.130
H17 5.011 -1.046 -0.200  0.099
H18 5.463 -3.456 -0.177  0.106
C19 -0.336 2.710 -2.872  -0.068
C20 0.571 1.556 -2.487  -0.264
O1 0.452 1.149 -1.129  -0.160
C21 -0.835 0.723 -0.736  -0.273
C22 -1.361 -0.459 -1.532  -0.060
H19 -0.150 3.574 -2.232  0.084
H20 -0.150 2.996 -3.907  0.080
H21 -1.392 2.447 -2.792  0.064
H22 1.612 1.854 -2.598  0.107
H23 0.410 0.705 -3.158  0.111
H24 -1.548 1.556 -0.778  0.112
H25 -0.736 0.451 0.319  0.103
H26 -1.486 -0.219 -2.588  0.055
H27 -2.336 -0.766 -1.143  0.069
H28 -0.676 -1.305 -1.451  0.068
C23 -4.468 -1.052 -5.183  -0.068
C24 -3.807 0.207 -4.649  -0.289
O2 -2.418 0.286 -4.909  -0.187
C25 -2.027 0.293 -6.273  -0.271
C26 -2.584 1.460 -7.069  -0.072
H29 -3.985 -1.940 -4.773  0.081
H30 -5.522 -1.067 -4.904  0.073
H31 -4.414 -1.114 -6.270  0.071
H32 -3.897 0.228 -3.561  0.104
H33 -4.321 1.099 -5.024  0.104
H34 -2.285 -0.658 -6.751  0.110
H35 -0.939 0.350 -6.252  0.118
H36 -3.673 1.436 -7.126  0.068
H37 -2.199 1.430 -8.088  0.081
H38 -2.292 2.407 -6.615  0.080
C27 -5.785 0.566 0.943  -0.062
C28 -5.458 -0.875 0.597  -0.289
O3 -6.105 -1.839 1.409  -0.183
C29 -7.531 -1.817 1.383  -0.261
C30 -8.125 -2.030 0.005  -0.064
H39 -5.558 0.764 1.993  0.081
H40 -5.197 1.245 0.324  0.080
H41 -6.836 0.799 0.774  0.060
H42 -4.392 -1.049 0.763  0.083
H43 -5.646 -1.068 -0.465  0.113
H44 -7.902 -0.885 1.821  0.113
H45 -7.836 -2.624 2.048  0.119
H46 -7.855 -1.230 -0.685  0.050
H47 -9.213 -2.050 0.073  0.087
H48 -7.786 -2.977 -0.419  0.084
C31 7.056 0.709 9.000  -0.078
C32 6.426 -0.315 8.071  -0.285
O4 7.065 -0.426 6.811  -0.177
C33 8.430 -0.811 6.835  -0.280
C34 8.684 -2.166 7.473  -0.077
H49 7.074 1.693 8.528  0.082
H50 6.481 0.776 9.924  0.078
H51 8.080 0.446 9.267  0.068
H52 5.402 -0.018 7.843  0.115
H53 6.370 -1.293 8.562  0.107
H54 9.037 -0.039 7.320  0.109
H55 8.733 -0.838 5.788  0.116
H56 8.407 -2.183 8.528  0.067
H57 9.742 -2.415 7.405  0.080
H58 8.111 -2.942 6.963  0.077
C35 -7.123 1.974 -3.262  -0.074
C36 -8.319 1.352 -2.561  -0.275
O5 -8.432 1.723 -1.198  -0.183
C37 -8.605 3.108 -0.939  -0.280
C38 -9.851 3.706 -1.565  -0.074
H59 -6.203 1.707 -2.737  0.071
H60 -7.057 1.610 -4.288  0.077
H61 -7.183 3.062 -3.301  0.071
H62 -8.208 0.267 -2.554  0.106
H63 -9.246 1.568 -3.100  0.112
H64 -7.714 3.669 -1.244  0.108
H65 -8.669 3.184 0.147  0.118
H66 -9.826 3.664 -2.655  0.068
H67 -9.944 4.754 -1.278  0.080
H68 -10.741 3.174 -1.229  0.084
C39 4.731 1.242 -2.280  -0.085
C40 6.042 0.608 -2.713  -0.280
O6 5.953 -0.119 -3.922  -0.155
C41 5.564 0.619 -5.068  -0.280
C42 6.497 1.764 -5.418  -0.077
H69 3.952 0.481 -2.183  0.076
H70 4.851 1.743 -1.318  0.067
H71 4.381 1.986 -2.997  0.066
H72 6.359 -0.118 -1.964  0.107
H73 6.835 1.362 -2.771  0.112
H74 4.534 0.981 -4.960  0.105
H75 5.557 -0.109 -5.879  0.119
H76 6.527 2.526 -4.639  0.066
H77 6.165 2.245 -6.338  0.078
H78 7.513 1.396 -5.567  0.083

Calculated values
**LUMO**: -3.768 eV
**Total charge**: +1



2.
Below is C2H4N2O2S in the gas phase, with properties calculated with ωB97M-V/def2-TZVPD.

Each line ends with the Löwdin charge.
Element x y z (Å)
O1 2.023 -0.885 0.049  -0.108
N1 1.416 0.343 -0.364  0.095
C1 0.188 0.200 -0.082  -0.467
C2 -0.215 -1.164 0.289  -0.514
S1 -1.683 -1.769 -0.283  0.694
N2 -0.697 1.209 -0.646  -0.015
O2 -1.803 1.538 0.408  -0.219
H1 2.899 -0.590 -0.045  0.072
H2 0.630 -1.699 0.982  0.141
H3 -0.265 2.215 -0.429  0.169
H4 -2.492 0.602 0.121  0.153

Calculated values
**LUMO**: -1.449 eV
**ΔE to the lowest compared entry with this formula, charge and spin**: 650.5 kJ/mol
**SMILES**: O/N=C(\C=S)NO



3.
Below is C5H11N in the gas phase, with properties calculated with ωB97M-V/def2-TZVPD.

Each line ends with the Löwdin charge.
Element x y z (Å)
C1 -2.206 -0.079 -0.075  0.008
C2 -1.022 -0.653 -0.117  -0.161
C3 0.339 -0.045 -0.130  -0.682
C4 0.407 1.510 -0.111  -0.044
C5 1.119 -0.572 1.069  -0.081
N1 1.157 -0.526 -1.271  0.052
H1 -2.363 0.997 0.016  0.054
H2 -3.194 -0.569 0.041  0.066
H3 -1.044 -1.741 0.007  0.110
H4 1.451 1.827 -0.362  0.096
H5 -0.346 1.800 -0.835  0.065
H6 0.137 1.826 0.923  0.090
H7 1.297 -1.655 0.921  0.079
H8 0.505 -0.269 1.988  0.107
H9 2.128 -0.075 1.205  0.098
H10 0.973 -1.574 -1.216  0.098
H11 0.661 -0.204 -2.054  0.047

Calculated values
**LUMO**: 1.026 eV
**ΔE to the lowest compared entry with this formula, charge and spin**: 112.8 kJ/mol
**SMILES**: C=CC(C)(C)N



4.
Below is a molecular structure, CH9N6, with properties calculated with ωB97M-V/def2-TZVPD.

Each line ends with the Löwdin charge.
Element x y z (Å)
C1 0.420 1.078 1.842  -0.280
N1 0.026 2.161 1.900  0.283
N2 1.007 -0.028 1.700  0.141
N3 -0.683 1.144 -1.496  0.083
N4 -0.268 -2.027 -0.902  0.010
N5 -0.577 0.211 -0.469  -0.144
N6 0.368 -0.845 -0.548  -0.170
H1 -0.820 2.774 1.956  0.165
H2 1.279 -0.562 2.600  0.188
H3 -1.388 -0.272 -0.253  0.101
H4 -0.054 1.866 -1.375  0.056
H5 -0.588 0.717 -2.350  0.053
H6 -0.378 -2.883 -0.189  0.180
H7 -0.349 -2.145 -1.902  0.092
H8 1.223 -0.651 -1.171  0.204
H9 0.780 -0.537 0.658  0.039

Calculated values
**LUMO**: -2.840 eV
**Total charge**: +1
**ΔE to the lowest compared entry with this formula, charge and spin**: 361.0 kJ/mol



| no. | frontier orbital gap (Ha) |
| --- | --- |
| 1 | 0.26474 |
| 2 | 0.29000 |
| 3 | 0.39030 |
| 4 | 0.39647 |